[1]
A structure of composition C60H64N10O4SeSn at a distorted geometry, computed with ωB97M-V/def2-TZVPD.

The multiplicity is 1. Its charge is 0. The calculation puts the LUMO energy at 0.30 eV. The calculated total energy is -5789.0216 a.u.

Structure (XYZ):
```
140
C60H64N10O4SeSn (ωB97M-V/def2-TZVPD)
H 5.15 -0.42 -1.37
H -3.74 -4.69 4.33
C 3.01 0.70 -2.55
H -2.77 -6.55 0.57
H -4.78 -4.51 2.91
H 1.18 -3.89 -4.37
H 3.39 -1.91 -7.29
H -7.93 3.13 -5.40
H 1.27 -1.91 -6.00
C -2.81 -0.31 3.04
N -0.18 -2.90 -2.54
H -5.80 0.34 3.82
C 0.09 1.00 5.89
N -3.15 1.17 -5.09
C -3.72 2.99 4.57
H 2.09 -1.14 3.42
C 5.86 3.25 -2.20
H -4.22 3.33 5.48
N 1.31 2.21 -0.46
C -6.94 2.72 -5.39
C 1.85 4.06 -1.84
H -1.67 -6.31 4.15
H -2.86 -7.50 3.63
C 1.80 4.91 -0.75
H 1.34 -2.12 5.57
H 7.80 2.92 -1.37
H 7.36 0.53 -0.91
C -2.05 -0.75 1.96
H -6.12 1.76 4.82
H -0.09 2.02 1.88
C 3.57 2.59 3.76
C 2.13 -1.38 -5.63
H 0.95 3.25 2.67
C 4.41 -0.69 -5.86
C -0.09 -3.64 1.07
C -6.37 2.38 -4.17
C -4.04 1.52 4.31
C 5.84 2.75 2.98
H 0.26 2.56 4.47
H 6.27 1.68 1.18
N -0.47 -2.39 1.23
H 2.93 -3.96 -4.44
C 1.11 -1.09 5.33
C 0.39 -0.31 6.22
C -4.96 2.03 -6.62
C 3.23 1.80 2.67
Se -1.73 0.25 -2.82
C 4.86 3.07 3.91
O 2.68 -0.25 -1.63
C -3.56 -6.22 1.24
C 4.32 0.00 -4.66
H 5.11 3.69 4.77
H 0.06 -0.73 7.16
H -2.66 0.68 5.75
H -4.42 1.41 -2.21
N 3.26 -3.31 -2.01
H 4.09 -3.22 -2.60
H 6.85 3.12 3.11
H -0.47 1.61 6.58
C -3.24 1.01 3.12
C -0.85 -4.72 1.49
H 1.98 5.97 -0.87
C 1.29 3.00 0.61
C 1.81 1.26 2.45
C 5.51 1.94 1.90
C 2.09 -3.35 -2.67
C -2.43 -3.17 2.32
H 2.03 2.29 -3.70
H 0.85 -3.77 0.55
C -1.62 -2.15 1.84
H -2.44 -0.02 -6.66
H 6.04 4.29 -2.43
N 3.31 -2.80 -0.71
H 0.95 1.15 -2.88
C 1.27 0.78 3.80
C 4.34 1.37 -2.21
H -3.37 -2.92 2.77
H -5.79 1.95 3.09
H -1.85 1.66 -6.65
C -6.25 2.55 -6.59
H -6.90 2.52 -3.24
N 2.09 -3.87 -3.91
C -5.08 1.87 -4.19
H 4.21 -3.03 -0.31
C 5.34 0.61 -1.61
C 3.15 0.00 -3.92
C 4.22 1.47 1.75
C -2.97 -5.65 2.54
H 3.17 -1.78 -0.74
C 1.55 -0.54 4.13
C 1.56 4.37 0.50
H -4.44 1.90 -7.55
H -6.73 2.84 -7.51
C -2.12 0.81 -6.02
C 3.31 -1.38 -6.35
O -0.40 -3.33 -3.67
C 4.63 2.70 -2.51
H 1.13 -0.74 -3.85
C -2.06 -4.50 2.14
H -1.44 -7.20 2.64
H -4.15 -5.46 0.74
C -3.73 0.72 5.58
N -4.24 1.45 -3.20
H 5.19 0.53 -4.29
H 3.90 3.31 -3.01
O 1.82 0.20 1.59
C -3.07 1.00 -3.74
C 6.58 1.15 -1.33
H 2.82 2.84 4.51
H -4.21 -7.07 1.46
Sn 0.85 -0.40 -0.20
H -4.05 3.63 3.76
H -4.20 1.20 6.43
C -2.91 1.83 2.04
H -1.24 0.49 -5.45
H -3.22 2.86 1.99
H -3.03 -1.00 3.84
N 1.02 -2.96 -2.00
H -1.84 1.93 0.17
C -2.18 -6.73 3.28
H -0.50 -5.73 1.29
H 2.02 4.46 -2.83
H -2.64 3.12 4.70
C -5.53 1.38 3.98
C -4.12 -5.19 3.44
H 3.96 0.84 0.92
C -2.14 1.31 1.01
H -4.12 -0.29 5.52
C 0.52 1.54 4.69
N -1.70 0.07 0.98
C -4.39 1.69 -5.41
C 1.66 2.70 -1.64
C 0.92 2.44 1.94
H 5.34 -0.67 -6.41
H 1.53 5.00 1.37
H -4.70 -6.05 3.75
C 6.84 2.49 -1.61
C 2.05 -0.71 -4.42
O -1.04 -2.42 -1.84
C 1.86 1.75 -2.77
```

Löwdin atomic charge list, values in e, 99 entries:
1. H 0.1083
2. H 0.0906
3. C -0.4927
4. H 0.0834
5. H 0.0806
6. H 0.0821
7. H 0.0957
8. H 0.1004
9. H 0.1025
10. C 0.0556
11. N -0.4579
12. H 0.0865
13. C -0.1078
14. N -0.0827
15. C -0.0482
16. H 0.1169
17. C -0.0705
18. H 0.0858
19. N 0.1272
20. C -0.0973
21. C -0.0340
22. H 0.0922
23. H 0.0829
24. C -0.0460
25. H 0.1001
26. H 0.1004
27. H 0.1036
28. C -0.1981
29. H 0.0860
30. H 0.0968
31. C -0.0273
32. C -0.1023
33. H 0.1101
34. C -0.0866
35. C -0.1186
36. C -0.0162
37. C -0.5512
38. C -0.0968
39. H 0.1009
40. H 0.0796
41. N 0.0583
42. H 0.1118
43. C -0.0753
44. C -0.1022
45. C -0.0091
46. C -0.1280
47. Se 0.7799
48. C -0.0886
49. O -0.3833
50. C -0.0350
51. C -0.0184
52. H 0.0977
53. H 0.0974
54. H 0.0689
55. H 0.1512
56. N -0.0015
57. H 0.1529
58. H 0.0960
59. H 0.0986
60. C -0.1508
61. C 0.0092
62. H 0.1083
63. C -0.2427
64. C -0.4956
65. C -0.0674
66. C -0.4085
67. C 0.0511
68. H 0.1296
69. H 0.0925
70. C -0.2046
71. H 0.1029
72. H 0.1016
73. N 0.0430
74. H 0.0383
75. C -0.1426
76. C -0.1532
77. H 0.1006
78. H 0.0852
79. H 0.0992
80. C -0.0947
81. H 0.1102
82. N 0.1905
83. C -0.1846
84. H 0.0925
85. C -0.0425
86. C -0.1235
87. C -0.0032
88. C -0.5595
89. H 0.0178
90. C -0.0130
91. C -0.0055
92. H 0.1092
93. H 0.1012
94. C -0.0318
95. C -0.1085
96. O 0.0005
97. C -0.0275
98. H 0.0836
99. C -0.1562



[2]
A structure of composition C60H92BN3O4P3Rb at a distorted geometry, computed with ωB97M-V/def2-TZVPD.

The multiplicity is 1. Its charge is -2. The calculation puts the LUMO energy at 3.55 eV. The calculated total energy is -3879.8691 a.u.

Structure (XYZ):
```
164
C60H92BN3O4P3Rb (ωB97M-V/def2-TZVPD)
H 7.05 1.69 1.36
C -0.27 -5.43 0.67
C 3.29 -1.88 -3.05
C -1.23 0.72 -5.65
H -0.14 -5.79 -2.70
H -2.44 -1.36 -4.38
H -0.32 3.11 -4.44
C -0.77 -3.16 -2.91
H 6.21 -1.86 1.17
C -2.52 0.84 4.73
H -4.64 2.12 -3.11
C 1.84 1.23 -4.01
H -3.03 -1.12 -6.03
H 3.25 -4.38 4.99
H -3.41 3.41 -1.46
C 1.78 1.32 2.14
C 3.93 -4.41 0.63
H 1.52 -1.62 -4.27
H 5.27 -1.45 -3.87
H 4.08 2.06 -4.92
C -3.08 -0.74 -5.00
H -1.29 0.23 -6.62
H 5.30 -2.27 -2.30
C 2.25 -2.06 3.74
H 4.86 -3.16 -3.77
C 5.84 -2.88 1.21
C -4.19 1.20 -2.71
H 1.54 2.27 -4.17
H -0.19 -5.95 1.62
C -2.95 3.85 -2.35
C 1.89 -2.66 5.08
H 5.05 0.66 2.37
C -2.99 3.99 4.13
C 4.22 -0.05 0.53
H -3.29 -0.65 2.26
C 2.61 -3.05 -2.27
H 1.59 -4.70 4.43
H 4.16 -4.95 1.56
H -2.54 4.83 -2.07
C -0.24 -5.34 -1.72
O -0.92 -2.09 1.94
H -3.72 4.03 -3.10
C 1.88 1.96 0.75
C 3.16 2.43 -2.29
H 0.71 1.21 2.34
H -0.66 3.72 2.72
C 3.23 -0.76 1.41
C 2.35 2.28 3.19
C -1.21 3.64 -4.10
H 3.26 -3.77 2.97
H -3.87 3.21 0.92
H -2.19 3.81 4.85
H -0.83 1.73 -5.80
H -4.58 0.36 2.95
O -1.25 -3.79 -3.88
H -1.82 -1.11 3.99
H -8.82 0.85 1.45
H 1.95 0.77 -4.99
H -3.59 2.27 6.00
H 4.46 -4.92 -0.17
H -9.03 1.30 -0.95
H 0.21 -2.89 6.41
H 2.51 -2.15 5.83
C -0.74 2.87 -1.79
C 4.40 -0.12 -0.87
H -0.32 3.86 -1.57
H 1.76 3.20 3.23
C -5.54 0.76 0.63
C -0.83 -3.34 2.00
C 1.89 -0.76 3.41
C -2.53 -0.70 4.71
H 2.34 1.83 4.19
C 5.20 0.61 1.30
C -3.76 1.32 5.49
H 5.90 -3.23 2.24
H 7.52 1.28 -1.06
H 4.55 0.38 -4.68
C 3.15 1.19 -3.19
C 6.59 0.94 -0.61
N -4.20 0.65 0.92
C -4.02 3.55 1.94
C -7.93 0.90 0.84
H 4.03 2.46 -1.64
O -0.42 -1.96 -2.87
H -4.91 3.07 2.34
C 4.77 -2.20 -3.25
H -0.37 0.89 4.95
H -3.52 -1.09 4.45
C -3.59 1.60 -5.77
H -4.59 1.58 -5.33
H 0.19 -1.38 5.51
H 3.01 -1.00 -5.05
Rb -0.66 -0.80 -0.54
C -1.56 3.86 2.11
C -6.68 0.69 1.43
C 0.42 -2.44 5.44
H -1.39 3.36 1.15
H 6.48 -3.51 0.59
C -3.74 0.35 2.25
C 2.20 -4.16 5.16
B -3.36 0.86 -0.28
H 5.85 0.14 -2.42
C 4.38 -2.95 0.73
H -0.22 -2.89 4.69
H -0.90 4.65 -3.82
H 3.17 3.34 -2.91
H -4.19 4.63 1.92
N -0.73 -3.39 -0.46
H 3.38 2.56 2.95
P 2.95 -0.32 -2.00
C -0.08 -6.07 -0.55
H -1.17 2.44 -0.89
H -4.11 -0.86 -4.66
H -4.02 0.59 6.27
C -5.67 1.02 -0.76
C 2.59 -1.78 -4.41
H -0.53 0.15 -5.02
C -2.79 3.26 2.81
H -7.01 1.42 -2.39
C -0.59 -4.08 0.67
C -1.25 1.28 5.47
H 3.34 -3.81 -1.99
H -3.67 1.21 -6.80
H 0.18 -7.12 -0.59
H -3.26 2.63 -5.83
H 2.86 -4.48 0.44
H 2.72 -2.74 -4.93
H 1.57 1.24 -0.01
H -1.25 0.89 6.49
H 0.07 2.22 -2.12
H -1.70 4.93 1.93
C -1.83 2.96 -2.88
H 2.27 2.47 -1.67
C -8.05 1.15 -0.52
N -4.40 1.08 -1.29
C 3.48 -2.13 1.64
H 1.22 2.83 0.70
C 3.00 -2.74 2.79
H 1.02 0.72 -3.50
C 5.64 0.31 -1.38
H -3.95 3.73 4.59
H -1.15 2.36 5.52
H 1.93 -4.53 6.15
H -3.01 5.07 3.93
O -0.90 -4.07 3.01
C 4.33 1.30 -4.16
H 2.90 2.28 0.53
H -2.28 -1.08 5.70
C -0.57 -3.99 -1.63
C -6.91 1.22 -1.33
H 1.85 -3.53 -2.89
H 4.34 -2.52 -0.27
H -4.67 0.36 -3.21
C 2.35 -0.09 2.29
P -2.36 1.11 -3.11
C -2.61 0.73 -4.98
H 1.21 -0.23 4.07
H -1.90 3.72 -4.93
H -4.63 1.43 4.84
P -2.32 1.38 2.91
H -6.61 0.48 2.49
H 5.23 1.65 -3.66
C 6.34 1.15 0.74
H 2.10 -2.71 -1.37
```

Löwdin atomic charge list, values in e, 99 entries:
1. H 0.0969
2. C -0.0252
3. C -0.6449
4. C -0.1103
5. H 0.1069
6. H 0.0592
7. H 0.0403
8. C -0.6858
9. H 0.0656
10. C -0.6921
11. H 0.0748
12. C -0.1268
13. H 0.0817
14. H 0.0678
15. H 0.0588
16. C -0.3490
17. C -0.0714
18. H 0.0697
19. H 0.0590
20. H 0.0835
21. C -0.1095
22. H 0.0796
23. H 0.0650
24. C -0.1506
25. H 0.0837
26. C -0.0437
27. C -0.3354
28. H 0.0690
29. H 0.1024
30. C -0.1010
31. C -0.3576
32. H 0.1237
33. C -0.1146
34. C -0.1808
35. H 0.0782
36. C -0.0858
37. H 0.0855
38. H 0.0719
39. H 0.0804
40. C -0.0278
41. O -0.1344
42. H 0.0740
43. C -0.0749
44. C -0.1037
45. H 0.1011
46. H 0.0595
47. C -0.0744
48. C -0.0576
49. C -0.1017
50. H 0.0934
51. H 0.0571
52. H 0.0532
53. H 0.0544
54. H 0.0657
55. O -0.0290
56. H 0.0547
57. H 0.0800
58. H 0.0699
59. H 0.0555
60. H 0.0751
61. H 0.0788
62. H 0.0780
63. H 0.1341
64. C -0.1563
65. C -0.2960
66. H 0.0877
67. H 0.0666
68. C -0.1939
69. C -0.6420
70. C 0.0220
71. C -0.1210
72. H 0.0705
73. C -0.0449
74. C -0.1026
75. H 0.0817
76. H 0.0965
77. H 0.0541
78. C -0.6451
79. C -0.0924
80. N -0.0621
81. C -0.0883
82. C -0.1428
83. H 0.0706
84. O -0.2265
85. H 0.0792
86. C -0.1010
87. H 0.0462
88. H 0.0799
89. C -0.0974
90. H 0.0659
91. H 0.0461
92. H 0.0543
93. Rb 0.6608
94. C -0.1326
95. C -0.0402
96. C -0.0688
97. H 0.0498
98. H 0.0754
99. C -0.3130